(1)
Entry from the Open Molecules 2025 dataset: HNOS2 in the gas phase (the ωB97M-V functional and the def2-TZVPD basis).

XYZ file:
```
5
Properties=species:S:1:pos:R:3:nbo_charge:R:1
N 0.24069 -0.78116 0.22495 -0.40
O 0.46331 0.47368 0.82609 -0.52
S -0.44233 1.64861 -0.10741 0.37
S -1.32984 -0.34633 -0.67437 0.20
H 1.06817 -0.99481 -0.26926 0.35
```

The value obtained for the energy relative to the best compared isomer or geometry (same formula, charge and spin) is 208.63 kJ/mol. As for the SMILES: N1OSS1. The net charge is 0. The value obtained for the HOMO energy is -8.52 eV.

(2)
Entry from the Open Molecules 2025 dataset: C5H10O in the gas phase (the ωB97M-V functional and the def2-TZVPD basis).

XYZ file:
```
16
Properties=species:S:1:pos:R:3:nbo_charge:R:1
C -0.92405 1.60392 0.57573 -0.60
C -0.40580 0.33751 -0.09247 -0.20
C 1.12755 0.36388 -0.37278 -0.57
C 1.60393 -1.06309 -0.25352 0.28
C -0.85110 -0.81732 0.83594 -0.62
O 1.03887 -1.68685 -1.27735 -0.68
H -0.82888 2.49977 -0.04149 0.21
H -1.98300 1.46695 0.82656 0.21
H -0.39323 1.76658 1.52266 0.20
H -0.88356 0.19605 -1.06925 0.20
H 1.31285 0.73034 -1.39234 0.22
H 1.65368 1.03282 0.31776 0.21
H -0.54592 -1.81159 0.50916 0.21
H -1.94567 -0.81229 0.90315 0.21
H -0.45122 -0.64828 1.84165 0.21
H 1.14274 -2.64101 -1.15003 0.50
```

The value obtained for the energy relative to the best compared isomer or geometry (same formula, charge and spin) is 273.35 kJ/mol. The net charge is 0. The value obtained for the HOMO energy is -8.38 eV.

(3)
Entry from the Open Molecules 2025 dataset: a molecular structure, C15H28NO4 (the ωB97M-V functional and the def2-TZVPD basis).

XYZ file:
```
48
Properties=species:S:1:pos:R:3:nbo_charge:R:1
C 5.37698 -3.32055 -1.82629 -0.57
H 4.48370 -4.03185 -2.05615 0.19
C 4.71036 -2.18728 -1.06902 -0.41
C 4.36925 -2.59742 0.25275 -0.46
C 3.92273 -1.40710 0.90407 -0.08
H 3.70911 -1.74923 2.13006 0.18
H 4.81777 -0.55778 1.26972 0.26
O 2.72554 -0.92947 0.41291 -0.48
C 1.58390 -1.43246 0.66576 0.83
O 1.26416 -2.21913 1.41469 -0.58
C 0.39918 -0.76239 0.09597 -0.20
C 0.36943 0.68532 0.37673 -0.45
C -0.09107 1.01232 1.64969 -0.40
C -1.61432 0.34790 2.04238 -0.34
C -1.94679 -0.62583 0.70689 -0.17
N -0.67845 -1.32419 0.41686 -0.50
H -0.35698 -1.90699 0.98843 0.44
H -1.05005 -1.79920 -0.47359 0.49
H -2.85622 -1.31390 1.16879 0.31
C -2.49507 0.12065 -0.30892 0.75
O -2.16906 -0.33606 -1.60412 -0.71
O -3.30925 0.97412 0.05169 -0.46
C -4.10403 1.68243 -1.09768 -0.06
C -3.78396 3.24999 -0.86886 -0.37
C -2.53557 3.41342 -1.30774 -0.39
C -2.31565 5.18713 -1.17185 -0.56
H -2.52919 5.69961 -0.33864 0.20
H -1.30549 5.33183 -1.20770 0.20
H -2.66923 5.64774 -1.91131 0.19
H -1.99012 3.33548 -2.10197 0.23
H -1.88411 3.11946 -0.36260 0.16
H -4.44663 3.67315 -1.92769 0.19
H -4.26742 3.54805 -0.03231 0.23
H -3.59624 1.44182 -2.24762 0.25
H -5.06380 1.51053 -1.15549 0.19
H -2.41624 1.09372 2.09160 0.23
H -1.74032 -0.21179 2.77496 0.18
H 0.60037 0.47116 2.71547 0.18
H -0.11227 1.92930 2.23094 0.27
H -0.25803 1.29747 -0.10432 0.24
H 1.36102 1.47520 0.39981 0.29
H 0.77227 -0.67443 -0.85610 0.27
H 5.33541 -3.11227 0.85487 0.23
H 3.73018 -3.30018 0.14417 0.20
H 5.73825 -1.60981 -0.98671 0.20
H 3.98083 -1.58451 -1.67846 0.22
H 5.74048 -2.92173 -2.89897 0.21
H 6.19911 -3.68335 -1.43879 0.20
```

The value obtained for the energy relative to the best compared isomer or geometry (same formula, charge and spin) is 1825.49 kJ/mol. The net charge is +1. The value obtained for the HOMO energy is -12.84 eV.

(4)
Entry from the Open Molecules 2025 dataset: C5H8O in the gas phase (the ωB97M-V functional and the def2-TZVPD basis).

XYZ file:
```
14
Properties=species:S:1:pos:R:3:nbo_charge:R:1
O -0.59806 2.44534 -0.45419 -0.53
C -0.33256 1.30954 -0.14037 0.61
C -1.34950 0.20071 0.12093 -0.53
C -0.52181 -1.09565 0.14089 -0.43
C 0.98661 -0.75382 -0.01017 -0.39
C 1.08537 0.76183 0.05879 -0.53
H -1.91565 0.45787 1.03073 0.24
H -2.08990 0.19329 -0.68680 0.24
H -0.83788 -1.85042 0.87052 0.22
H -0.51901 -1.53711 -0.83957 0.22
H 1.26192 -1.06124 -1.04971 0.19
H 1.63789 -1.33298 0.64628 0.22
H 1.44517 1.11497 1.02979 0.24
H 1.74740 1.14765 -0.71711 0.24
```

The value obtained for the energy relative to the best compared isomer or geometry (same formula, charge and spin) is 59.79 kJ/mol. As for the SMILES: O=C1CCCC1. The net charge is 0. The value obtained for the HOMO energy is -9.46 eV.